Computed, not measured: a cluster of 7 separate species, C45H100Br2N5 in total in a non-equilibrium geometry, with ωB97M-V/def2-TZVPD.

Orbital gap = 6.98 eV
Charge = +3
ΔE to the lowest compared entry with this formula, charge and spin = 0.0 kJ/mol
HOMO = -12.6512 eV
Spin multiplicity = 1
E_tot = -195796.0975 eV

XYZ file:
```
152
Properties=species:S:1:pos:R:3:forces:R:3:mulliken_charge:R:1
C -1.361 4.711 8.542 -1.32 -0.55 0.52 -1.429
C -2.716 5.432 8.775 1.12 1.38 -0.43 -0.702
C -3.780 4.799 9.633 0.28 -0.77 -0.66 0.886
C -4.182 3.431 9.059 -1.66 0.54 0.87 -1.064
N -5.544 2.978 9.748 -0.26 -1.09 -1.25 0.807
C -6.021 1.591 9.184 0.58 0.21 -0.72 -0.768
C -5.435 0.476 10.029 -1.61 0.45 0.89 -0.540
C -4.760 1.188 11.191 1.42 -1.23 -0.56 -0.652
C -5.298 2.591 11.218 0.40 -0.04 0.14 0.692
C -6.733 3.967 9.429 0.54 -0.92 2.42 0.195
H -1.007 4.351 9.508 0.31 0.26 0.17 0.360
H -0.593 5.318 8.063 -0.27 -0.04 0.01 0.416
H -1.529 3.785 7.992 0.19 0.12 -0.44 0.331
H -3.201 5.808 7.874 0.16 -0.58 -0.58 0.480
H -2.509 6.397 9.238 0.33 0.11 0.40 0.088
H -4.582 5.537 9.617 -0.30 -0.40 0.30 -0.258
H -3.409 4.661 10.648 -0.13 0.07 0.11 0.194
H -3.370 2.722 9.219 -0.44 -0.35 0.34 0.445
H -4.415 3.406 7.995 0.02 0.39 0.00 0.427
H -7.107 1.537 9.252 0.13 0.55 -0.08 0.420
H -5.733 1.399 8.150 -0.03 0.91 -0.16 0.315
H -6.367 0.062 10.416 0.46 -1.17 0.00 0.179
H -4.810 -0.229 9.482 -0.24 0.06 0.23 0.407
H -4.884 0.692 12.154 -0.30 0.07 -0.05 0.296
H -3.704 1.036 10.967 0.36 0.91 0.31 0.417
H -6.210 2.504 11.809 -0.34 0.82 -0.51 -0.575
H -4.593 3.248 11.727 -0.46 0.41 -0.32 -0.205
H -7.097 3.962 8.401 0.78 0.01 0.00 0.456
H -6.582 4.911 9.953 0.53 0.23 -0.73 -0.411
H -7.523 3.592 10.080 -0.21 -0.38 -0.26 -0.275
C -6.941 9.315 18.332 -1.33 -0.86 -1.49 -1.392
C -6.898 8.186 17.203 -1.03 0.72 2.42 0.407
C -5.591 7.449 17.209 -0.81 -2.04 -1.89 -0.537
C -5.865 6.038 16.486 0.47 1.49 0.71 -1.165
N -4.646 5.161 16.374 -1.32 -0.05 -0.52 0.876
C -5.206 3.753 15.940 -0.45 0.94 -0.47 0.204
C -4.596 2.765 16.854 -0.03 -1.34 0.57 -0.420
C -3.400 3.474 17.378 1.35 -1.15 1.25 -1.058
C -3.951 4.862 17.707 1.23 -0.96 -1.69 -0.571
C -3.714 5.689 15.294 0.29 -0.68 0.34 -0.897
H -6.434 9.020 19.251 0.62 0.38 -0.39 0.361
H -7.980 9.358 18.658 -0.16 0.17 -0.05 0.385
H -6.753 10.290 17.883 0.70 0.06 0.62 0.331
H -7.077 8.569 16.198 -0.10 0.25 0.01 -0.438
H -7.746 7.549 17.457 0.06 -0.40 -0.29 0.267
H -5.194 7.203 18.194 0.09 0.58 -0.04 0.723
H -5.021 8.147 16.595 1.25 -0.57 0.31 0.132
H -6.279 6.086 15.479 0.09 0.41 -0.11 0.026
H -6.617 5.471 17.035 0.05 0.21 0.39 0.579
H -4.941 3.677 14.885 -0.26 -0.28 0.15 -0.206
H -6.284 3.732 16.105 -0.01 0.49 -0.58 0.030
H -4.400 1.803 16.381 0.22 0.11 -0.16 0.382
H -5.245 2.525 17.696 -0.31 0.13 -0.06 0.401
H -2.569 3.309 16.692 0.08 1.16 -0.47 0.322
H -2.966 2.966 18.240 -0.38 0.20 0.47 0.516
H -3.146 5.562 17.930 -0.51 0.33 0.06 0.323
H -4.696 4.716 18.490 -0.03 0.55 -0.09 0.449
H -3.998 5.401 14.282 -0.62 -0.45 0.29 0.077
H -2.768 5.195 15.514 0.26 0.59 -0.19 0.294
H -3.677 6.775 15.214 0.17 -0.06 0.91 0.319
C -9.608 7.108 10.461 0.52 -0.70 -0.91 -1.039
C -10.860 6.928 11.262 -0.40 1.41 0.49 -0.623
C -10.603 7.581 12.702 -0.85 -1.25 -1.12 0.750
C -11.325 8.918 12.790 0.97 -0.70 1.43 -1.196
N -11.047 9.645 14.167 -0.21 0.25 -0.22 0.517
C -11.789 9.040 15.383 -0.75 -0.97 0.56 -0.464
C -12.953 10.011 15.814 0.62 -0.38 -2.33 -0.556
C -13.139 10.801 14.477 0.08 0.63 1.87 -0.574
C -11.749 10.995 14.025 1.49 0.07 -0.26 -0.562
C -9.479 9.737 14.371 -2.19 -0.64 -1.37 -1.374
H -9.638 6.665 9.465 -0.44 -0.05 -0.17 0.570
H -8.825 6.540 10.963 0.46 0.49 0.16 0.027
H -9.364 8.154 10.275 0.21 0.07 0.40 0.217
H -11.212 5.901 11.176 0.25 -0.17 0.86 0.157
H -11.680 7.474 10.797 -0.12 0.19 -0.11 0.563
H -9.526 7.597 12.867 -0.14 0.01 0.08 -0.367
H -11.086 6.945 13.445 0.41 -0.13 0.30 0.067
H -12.373 8.624 12.736 -0.15 0.83 0.12 0.411
H -11.040 9.655 12.039 -0.08 -0.20 -0.07 0.216
H -11.114 8.771 16.195 0.37 0.50 -0.16 0.408
H -12.158 8.054 15.100 -0.17 0.12 -0.32 0.207
H -12.611 10.658 16.622 -0.31 -0.01 -0.07 0.338
H -13.944 9.587 15.977 0.54 -0.59 0.72 0.312
H -13.537 11.769 14.783 -0.39 0.04 -0.63 0.397
H -13.742 10.312 13.713 -0.19 0.00 0.32 0.335
H -11.152 11.596 14.711 -0.40 0.66 -0.22 0.423
H -11.722 11.334 12.989 0.56 0.16 0.17 0.304
H -9.106 10.461 15.095 -0.69 -0.23 0.29 0.531
H -9.158 10.037 13.374 0.37 -0.01 0.06 0.372
H -9.235 8.688 14.545 0.54 0.36 0.40 0.487
C -0.814 8.416 13.246 2.52 -0.70 0.90 -1.610
C -1.749 7.850 12.198 0.34 0.20 1.20 0.042
C -2.915 8.731 12.369 -2.94 1.35 -2.25 -0.847
C -4.100 8.415 11.386 -0.74 -0.58 1.55 -0.695
N -5.363 9.241 11.654 0.85 1.16 0.30 1.006
C -4.948 10.761 11.495 -1.98 1.40 -1.50 -0.837
C -4.846 11.509 12.806 1.27 -3.51 0.87 -0.671
C -5.830 10.628 13.593 -0.69 1.20 1.31 -0.624
C -5.906 9.170 13.100 -0.24 1.61 -0.35 1.854
C -6.496 8.810 10.667 2.39 0.54 -0.11 -1.222
H 0.157 7.934 13.138 0.13 -0.15 0.28 0.438
H -1.135 8.240 14.272 -0.38 -0.71 -0.03 0.303
H -0.532 9.461 13.378 -0.56 0.46 -1.28 0.399
H -1.946 6.823 12.505 -0.21 -0.16 -0.13 0.133
H -1.375 7.809 11.175 0.17 0.33 0.09 0.401
H -2.614 9.745 12.106 0.27 0.12 0.02 0.355
H -3.279 8.839 13.391 0.05 -0.54 0.11 0.448
H -4.478 7.408 11.560 0.30 -0.37 -0.15 0.038
H -3.855 8.541 10.331 0.14 0.13 0.12 0.606
H -5.850 11.216 11.085 -0.11 -0.20 -0.62 0.439
H -4.159 11.013 10.787 0.16 -1.03 -0.06 0.393
H -4.954 12.594 12.834 -0.44 -0.32 -0.38 0.454
H -3.885 11.237 13.243 0.36 0.63 0.01 0.229
H -6.804 11.109 13.503 -0.25 -0.18 0.17 0.320
H -5.533 10.664 14.641 -0.36 -0.12 0.14 0.395
H -6.960 8.901 13.021 0.27 -0.41 0.01 -1.172
H -5.427 8.513 13.826 0.35 -0.38 -0.84 -0.774
H -6.029 8.928 9.690 -0.24 0.26 -0.17 0.471
H -7.349 9.484 10.745 0.07 -0.36 0.31 0.372
H -6.641 7.736 10.781 -0.49 0.20 0.61 0.359
C -6.600 -0.340 14.496 -0.90 0.89 0.74 -1.125
C -7.769 0.589 14.970 1.33 -1.62 -0.19 -0.801
C -8.263 1.409 13.789 -0.82 0.31 0.70 0.845
C -9.517 2.192 14.211 0.65 1.14 -0.76 -1.146
N -10.585 2.448 13.129 1.22 -0.02 1.49 0.446
C -11.713 3.314 13.724 -0.21 -1.54 -0.29 -0.127
C -13.008 2.712 13.080 0.86 2.85 -0.87 -0.697
C -12.829 1.231 13.035 1.51 0.05 0.46 -0.727
C -11.256 1.143 12.801 0.01 -1.35 -0.44 -0.569
C -9.881 3.135 11.920 -2.72 -1.48 0.61 -0.803
H -5.778 0.300 14.175 0.09 -0.06 -0.30 0.052
H -6.955 -0.979 13.687 0.38 -0.24 0.12 0.401
H -6.233 -0.873 15.373 -0.04 -0.47 -0.34 0.435
H -7.349 1.058 15.860 -0.32 1.08 -0.28 0.318
H -8.561 -0.023 15.401 -0.23 -0.14 -0.32 0.476
H -8.463 0.740 12.952 0.13 -0.20 -0.09 0.573
H -7.519 2.155 13.510 0.18 -0.15 -0.29 -0.690
H -9.104 3.187 14.375 -0.66 0.18 0.91 0.177
H -9.972 1.750 15.098 -0.26 0.32 -0.20 0.616
H -11.437 4.357 13.566 -0.40 -0.08 0.07 -0.191
H -11.763 3.080 14.787 0.45 0.34 0.07 0.445
H -13.029 3.142 12.079 -0.42 -0.05 -0.28 0.272
H -13.835 3.152 13.637 -0.26 -0.53 -0.10 0.519
H -13.367 0.651 12.284 0.00 0.43 -0.10 0.391
H -13.191 0.905 14.010 0.70 -0.72 0.07 0.333
H -10.898 0.844 11.815 -0.90 0.46 -0.65 0.403
H -10.743 0.331 13.317 -0.34 0.24 0.91 0.386
H -9.533 4.144 12.140 0.34 -0.38 0.32 -0.087
H -10.764 3.148 11.281 0.41 0.52 -0.76 0.543
H -9.188 2.398 11.513 0.26 0.45 0.15 0.206
Br -6.838 5.466 12.828 0.19 0.11 -0.24 -0.597
Br -9.944 5.064 16.711 0.23 0.16 -0.48 -0.785
```
Positions in Å, forces in eV/Å.